[1]
85
Properties=species:S:1:pos:R:3:forces:R:3:mulliken_charge:R:1 method="wB97M-V/def2-TZVPD" fmax_ha_per_bohr=0.0394 charge=+1 e_lumo_ha="-0.0838 / -0.0998" multiplicity=4
Br -0.530 -0.800 2.939 0.01 -0.06 0.15 -0.02
Co -1.063 0.087 -0.211 0.43 -1.64 -0.40 0.17
Cl -2.257 2.726 -3.227 0.02 0.12 -0.17 -0.14
Cl 0.052 1.677 -1.835 0.55 0.44 -0.13 -0.13
P 2.247 -0.546 -0.334 1.02 0.10 -0.46 -2.10
P -2.154 1.736 0.866 -1.04 1.66 0.52 2.53
O 0.796 -0.647 0.021 -0.92 0.13 -0.04 -0.07
O -2.090 -0.500 -4.116 0.02 0.05 -0.29 -0.64
O -2.021 -0.335 -1.906 0.03 -0.28 1.63 -0.49
N -3.767 2.928 2.765 -0.21 0.08 0.49 0.18
N 2.946 -1.844 0.438 -0.43 0.70 -0.54 0.62
N -2.103 -1.520 0.786 0.46 0.20 0.11 0.30
N -4.550 3.041 0.493 -0.73 0.13 -0.30 0.17
N 2.579 -0.628 -1.960 -0.22 0.00 1.07 0.90
N -2.704 4.418 1.191 0.12 0.66 0.04 0.15
N 2.874 0.902 0.177 -0.28 -0.76 -0.20 0.60
C 4.785 2.020 1.097 -0.01 -0.08 -0.01 -0.82
C 2.203 -3.065 0.743 -0.38 -0.30 0.23 -0.29
C -1.835 -1.835 2.045 -0.08 -0.11 0.19 0.07
C -3.029 -2.228 0.143 -0.44 -0.39 -0.10 -0.75
C 2.369 -1.561 -4.102 -0.10 0.06 0.01 -0.84
C -3.793 1.943 -0.031 0.36 -0.47 -0.26 -1.08
C -1.639 3.536 0.789 0.34 -0.35 -0.14 -1.19
C 4.363 -2.153 0.258 0.44 0.18 -0.01 -0.41
C -3.732 -3.277 0.730 0.24 0.16 0.32 0.67
C 2.521 -0.051 -4.261 0.10 -0.07 0.15 -0.37
C -3.866 4.311 0.324 -0.08 0.02 0.07 -0.92
C -1.791 0.049 -3.085 0.62 0.82 -0.99 0.35
C 4.205 1.403 -0.184 0.36 0.25 -0.37 -0.49
C 3.091 -4.193 0.233 0.10 0.12 0.11 -0.60
C -3.430 -3.589 2.054 0.08 0.23 -0.30 -0.51
C 3.048 0.393 -2.893 0.36 0.48 -0.13 -0.54
C 4.487 -3.655 0.533 -0.02 0.03 -0.05 -0.73
C -4.772 -4.016 -0.037 -0.06 -0.04 -0.19 -1.41
C 1.869 -1.687 -2.671 -0.20 -0.49 -0.17 0.04
C -2.470 -2.857 2.728 0.11 0.13 0.04 -0.78
C 3.989 1.363 2.220 -0.01 0.14 -0.12 -0.67
C -3.107 4.210 2.571 -0.05 0.05 0.00 -1.00
C -1.038 1.440 -3.209 -0.74 -0.55 -0.37 0.19
C -4.918 2.843 1.882 -0.03 0.11 -0.01 -0.89
C 2.614 1.210 1.585 -0.16 0.07 0.45 -0.11
C -2.867 1.817 2.607 0.43 -0.48 0.00 -1.19
H -5.388 1.862 1.993 -0.03 0.09 0.01 0.39
H -3.590 2.113 -1.094 -0.03 -0.19 0.21 0.23
H 2.083 -3.145 1.829 -0.13 -0.08 -0.04 0.36
H 0.781 -1.539 -2.622 0.06 -0.03 -0.02 -0.06
H 3.205 0.220 -5.062 -0.06 0.07 -0.01 0.43
H 3.338 -2.048 -4.204 0.04 -0.06 -0.02 0.33
H 2.099 -2.655 -2.223 -0.06 -0.11 -0.05 -0.08
H -0.479 1.501 -4.143 -0.01 -0.02 0.29 0.33
H -4.322 -4.534 -0.882 -0.04 -0.09 -0.04 0.33
H -3.215 -1.939 -0.883 0.05 0.04 -0.03 0.62
H 1.677 -1.991 -4.822 0.02 -0.07 0.00 0.40
H 5.858 1.852 1.176 0.00 0.04 -0.01 0.36
H -2.229 4.267 3.218 -0.06 0.04 0.00 0.40
H -3.402 0.887 2.834 0.18 0.03 -0.04 0.41
H -1.333 3.780 -0.234 0.06 -0.08 0.15 0.49
H -5.271 -4.742 0.599 -0.08 -0.04 -0.07 0.39
H -2.042 1.924 3.320 -0.08 -0.14 -0.09 0.44
H -5.510 -3.322 -0.439 -0.10 -0.05 0.00 0.34
H -3.550 4.415 -0.719 -0.07 0.04 0.08 0.41
H 4.145 0.402 -2.900 -0.12 0.11 -0.01 0.39
H -3.811 5.001 2.848 0.10 -0.06 0.00 0.30
H 1.217 -3.046 0.281 -0.01 -0.02 0.09 0.07
H 2.056 2.149 1.648 -0.05 -0.04 0.09 0.21
H 4.836 0.595 -0.557 0.04 0.02 -0.05 0.31
H -4.561 5.117 0.575 0.07 -0.05 -0.05 0.28
H 3.962 1.978 3.114 0.00 -0.03 0.14 0.42
H 2.026 0.414 2.043 -0.07 0.09 0.05 -0.07
H 1.550 0.401 -4.466 -0.05 0.03 -0.02 -0.15
H 2.693 1.388 -2.617 0.08 -0.05 -0.04 0.33
H 2.889 -5.134 0.738 -0.04 -0.07 -0.03 0.43
H -3.944 -4.392 2.562 -0.08 -0.07 0.01 0.40
H 4.961 -1.562 0.957 0.14 -0.04 -0.09 0.10
H 2.963 -4.340 -0.840 -0.06 0.01 -0.06 0.22
H -2.225 -3.057 3.760 0.05 -0.01 0.02 0.50
H 4.611 3.096 1.103 0.02 0.01 -0.02 0.35
H -4.367 1.014 0.069 0.10 0.06 -0.08 0.37
H -5.630 3.620 2.169 0.01 -0.07 0.00 0.29
H 4.408 0.390 2.477 -0.04 -0.09 0.01 0.24
H 4.113 2.161 -0.965 0.12 -0.11 -0.02 0.29
H -0.785 3.680 1.461 0.02 -0.02 -0.16 0.36
H 4.729 -3.827 1.581 0.05 0.00 0.05 0.33
H 5.262 -4.113 -0.077 0.06 -0.02 0.03 0.39
H 4.680 -1.910 -0.762 0.02 0.00 0.01 0.37

***

[2]
10
Properties=species:S:1:pos:R:3:forces:R:3:mulliken_charge:R:1 method="wB97M-V/def2-TZVPD" fmax_ha_per_bohr=0.0757 smiles=C1Cp2on2O1 e_lumo_ha=0.0118 e_above_lowest_kcal_mol=110.4 multiplicity=1
P 2.260 -0.869 0.416 -0.95 -0.72 -1.21 0.24
O 1.347 1.542 0.054 -0.28 0.32 -0.63 -0.22
O 2.920 0.022 -0.848 0.02 -0.47 -0.53 -0.33
N 2.500 0.811 0.274 0.94 1.75 1.64 0.04
C 0.501 -0.671 -0.217 0.14 1.46 -0.78 -0.65
C 0.159 0.808 0.328 1.24 -2.69 -2.53 -0.38
H -0.052 0.849 1.342 -0.65 0.08 1.95 0.33
H -0.626 1.141 -0.317 -0.51 0.79 -0.01 0.30
H 0.439 -0.534 -1.362 0.49 -0.59 1.76 0.27
H -0.127 -1.502 0.068 -0.46 0.07 0.34 0.40

***

[3]
76
Properties=species:S:1:pos:R:3:forces:R:3:mulliken_charge:R:1 method="wB97M-V/def2-TZVPD" fmax_ha_per_bohr=0.1405 charge=+2 e_lumo_ha="-0.3188 / -0.3706" multiplicity=2
Y -1.195 0.874 5.065 -1.47 0.79 -6.17 1.74
S -0.478 -0.380 1.577 4.33 2.23 -3.42 0.34
S -4.320 1.822 2.939 -3.24 6.39 0.91 1.10
F -0.565 -2.998 1.027 0.57 -0.28 0.20 -0.19
F -3.516 0.931 0.657 -0.08 -0.14 -0.91 -0.24
F -4.817 -0.417 1.779 0.32 -0.05 -0.51 -0.20
F -1.950 -1.854 -0.117 0.08 0.32 0.21 -0.25
F -5.720 1.313 0.830 1.65 -0.30 0.06 -0.18
F -2.333 -2.226 1.980 -0.11 -0.02 0.16 -0.22
O -4.835 -3.948 2.438 0.12 -0.06 -0.21 -0.60
O 5.430 -3.141 -1.504 -0.77 0.28 0.04 -0.49
O 4.508 2.083 0.694 -1.44 0.45 0.82 -0.30
O -5.560 1.789 3.693 1.15 -1.23 -0.88 -0.63
O 0.620 -0.630 5.252 -1.20 1.02 0.90 -0.52
O -0.580 2.651 3.482 -1.95 -0.99 2.87 -0.26
O -3.556 -0.279 -5.223 1.13 -0.57 0.38 -0.34
O 3.464 -0.495 2.605 -0.06 0.24 0.96 -0.60
O 0.984 -0.739 1.489 -3.59 -0.12 1.03 -0.47
O -0.361 1.750 -1.862 0.24 0.31 -0.68 -0.69
O -3.212 1.270 3.752 3.15 -1.84 2.00 -0.59
O 3.095 -2.162 -0.063 0.70 6.66 2.26 -0.37
O -4.011 3.202 2.479 0.48 -3.08 0.24 -0.67
O -0.757 0.676 0.584 -0.74 -2.25 2.19 -0.46
O -0.923 -0.004 2.946 -0.12 -0.71 1.56 0.32
N -2.226 -0.612 -2.854 -1.58 -2.75 -1.20 -0.03
N 1.895 2.722 2.357 -0.11 -0.88 0.05 -0.27
C -1.957 -1.627 -3.846 1.92 0.24 1.47 0.38
C 3.959 3.370 1.106 0.28 -1.16 -1.13 -0.68
C -3.225 -1.579 -4.851 -1.36 1.29 -0.66 -0.50
C 4.365 1.786 -0.717 0.15 -0.31 1.83 -0.62
C 4.065 -3.436 -1.747 -0.43 -0.33 -0.70 -0.76
C 2.443 3.490 1.235 -0.34 0.21 -0.77 0.79
C -2.666 0.382 -6.131 -0.46 0.32 -1.03 -0.68
C 1.952 4.925 1.284 0.85 0.11 -0.04 -1.71
C 3.150 -3.355 -0.583 -0.70 -3.72 0.64 0.11
C -1.626 -3.007 -3.310 -0.45 -1.07 0.68 -1.52
C -1.385 -1.989 1.088 -0.54 0.67 0.10 0.37
C -4.589 0.855 1.406 -1.45 -0.30 1.41 0.64
H -5.510 -3.513 2.958 -0.32 0.06 0.11 0.32
H 2.212 1.788 2.143 -0.23 -0.71 -0.08 -0.25
H 2.452 2.880 3.184 0.24 0.66 0.39 0.30
H -0.865 -3.182 -2.549 0.89 1.29 -0.22 0.29
H -2.607 -1.109 -2.062 0.28 0.50 1.11 0.19
H 4.359 3.566 2.101 0.59 0.32 -0.25 0.32
H -0.896 3.553 3.537 -0.56 0.50 0.01 0.29
H -2.396 -3.468 -2.691 -0.99 0.09 -0.60 0.46
H 5.141 2.381 -1.199 -0.44 -0.13 -0.73 0.34
H -1.822 0.882 -5.657 0.01 -0.22 0.44 0.31
H -4.116 -1.896 -4.309 0.29 -0.50 0.19 0.34
H 1.997 3.084 0.327 -0.08 -0.34 -0.04 -0.10
H -1.082 1.131 -1.977 -0.10 -0.06 0.15 0.34
H 4.541 0.711 -0.759 0.43 0.11 -0.31 0.17
H -2.319 -0.280 -6.923 0.06 -0.25 0.18 0.37
H 0.187 2.699 2.912 2.59 -0.23 -1.39 0.41
H -2.975 -0.057 -3.244 0.16 1.40 0.19 0.40
H 3.464 -3.988 0.247 -0.03 -1.27 -0.23 0.27
H 3.774 -1.342 2.284 0.26 -0.19 -0.33 0.32
H 4.264 4.023 0.289 0.23 0.83 0.53 0.38
H 2.735 -0.271 2.027 -0.04 -0.13 -0.31 0.35
H 3.327 1.894 -1.033 0.10 0.59 -0.41 0.27
H -1.062 -1.293 -4.371 -0.16 0.28 -1.05 0.25
H -3.040 -2.207 -5.722 0.50 -0.21 0.10 0.46
H 2.406 5.486 2.101 -0.21 -0.05 0.35 0.37
H -4.009 -3.608 2.785 0.13 -0.02 0.08 0.28
H 2.094 -3.480 -0.826 -0.02 -1.86 -0.99 0.10
H -1.333 -3.718 -4.083 -0.32 0.23 -0.28 0.41
H -3.260 1.154 -6.621 -0.01 0.00 0.17 0.26
H 2.316 5.440 0.395 -0.39 0.04 -0.16 0.42
H 5.830 -3.964 -1.214 0.23 0.01 0.05 0.31
H 3.979 -4.428 -2.191 -0.15 -0.07 -0.18 0.36
H 0.971 -0.743 6.135 0.51 -0.28 0.60 0.35
H -0.193 1.750 -0.920 -0.03 -0.09 0.21 0.41
H 2.250 -1.965 0.350 0.08 0.01 -0.05 0.23
H 3.553 -2.721 -2.391 1.01 0.32 -0.78 0.29
H 0.863 4.939 1.339 0.08 0.22 -0.04 0.39
H 1.208 -1.137 4.693 0.45 -0.22 -1.10 0.29